Record 1
ORCA calculation (the ωB97M-V functional and the def2-TZVPD basis) on a single C4H8N2O3 molecule.

Results
Spin multiplicity: 3
Max |F| in eV/A: 6.31
HOMO energy (alpha / beta) in eV: -5.15 / -8.28
Electronic energy in eV: -13394.4457
Energy above the lowest of the compared OMol25 structures with the same formula, charge and spin in kcal per mole: 0.0
HOMO-LUMO gap (alpha / beta) in eV: 5.69 / 7.56

XYZ file:
```
17
Properties=species:S:1:pos:R:3:forces:R:3:lowdin_charge:R:1
C 1.85492 0.85682 -0.37162 -5.7 2.6 0.9 -0.43
C -0.27161 -1.02297 -0.64465 1.4 -2.2 -3.7 -0.05
C 2.34345 -0.19865 0.36362 0.4 -3.0 1.0 -0.26
C -1.67664 0.43517 0.55234 -1.4 -1.1 -0.4 -0.06
N 0.41242 1.17218 -0.08719 4.9 1.4 -0.2 0.07
N -0.43499 0.16042 -0.09488 -4.1 0.5 1.5 -0.34
O 2.35548 1.74131 -1.01309 2.9 0.5 -1.0 0.08
O 1.44091 -1.09192 1.00282 3.7 1.7 0.2 0.03
O 3.67991 -0.49366 0.33956 -1.1 0.8 -0.5 0.11
H 0.49327 -1.17205 -1.42839 -0.4 0.4 0.6 0.08
H -1.01579 -1.78887 -0.66522 -0.6 0.2 0.5 0.05
H -1.49068 1.01358 1.40842 0.2 1.0 1.3 0.06
H -2.31520 1.03434 -0.14654 0.0 -0.6 0.6 0.10
H -2.19292 -0.51437 0.94158 0.7 1.3 -1.0 0.11
H 0.24214 2.21866 -0.23286 -0.5 -2.4 -0.5 0.19
H 1.85420 -1.20226 1.87580 -0.1 -0.4 0.2 0.13
H 4.08060 0.21247 -0.24184 -0.4 -0.8 0.7 0.15
```
Positions in Å, forces in eV/Å.



Record 2
ORCA calculation (the ωB97M-V functional and the def2-TZVPD basis) on a molecular structure, C4H8N2OS.

Results
Max |F| in eV/A: 6.90
HOMO energy in eV: -9.28
Electronic energy in eV: -20133.1732
Energy above the lowest of the compared OMol25 structures with the same formula, charge and spin in kcal per mole: 176.7
HOMO-LUMO gap in eV: 8.79

XYZ file:
```
16
Properties=species:S:1:pos:R:3:forces:R:3:lowdin_charge:R:1
C 1.42864 -0.80929 0.91164 -3.9 -0.3 2.1 -0.14
C 1.52004 1.46536 0.27138 3.2 4.9 0.1 -0.23
C -1.43120 0.25451 0.20393 3.6 -2.5 -1.5 -0.20
C -2.51571 -1.02199 -1.64481 0.4 -0.4 -0.2 -0.65
H 0.61875 -1.52415 1.28229 1.7 0.4 -0.1 0.10
H 1.90113 -1.22688 0.09107 0.2 -0.2 -2.8 0.04
H 2.25400 -0.65800 1.52500 1.0 0.1 2.1 0.05
H 1.93064 2.38924 1.12040 -1.3 -3.0 -2.3 0.10
H 2.80432 0.90974 -0.13587 -4.1 1.9 0.6 0.16
H 0.74488 2.21571 -0.59040 3.2 -2.5 2.5 0.15
H -1.73148 0.19167 1.34769 1.1 0.8 -2.5 0.19
H -1.50347 -1.62785 -1.92170 -2.5 1.6 0.8 0.13
N 0.66513 0.46635 0.86732 1.1 -0.2 -4.5 -0.28
N -0.23945 0.28734 -0.42733 -3.5 -0.3 5.9 0.07
O -2.43180 -0.18146 -0.54955 -2.6 -0.3 -0.9 -0.17
S -4.01443 -1.13030 -2.35106 2.4 -0.2 0.6 0.66
```
Positions in Å, forces in eV/Å.



> Which of these has the highest electronic energy?

C4H8N2O3



Please write out number 1 again, unchanged.
ORCA calculation (the ωB97M-V functional and the def2-TZVPD basis) on a single C4H8N2O3 molecule.

Results
Spin multiplicity: 3
Max |F| in eV/A: 6.31
HOMO energy (alpha / beta) in eV: -5.15 / -8.28
Electronic energy in eV: -13394.4457
Energy above the lowest of the compared OMol25 structures with the same formula, charge and spin in kcal per mole: 0.0
HOMO-LUMO gap (alpha / beta) in eV: 5.69 / 7.56

XYZ file:
```
17
Properties=species:S:1:pos:R:3:forces:R:3:lowdin_charge:R:1
C 1.85492 0.85682 -0.37162 -5.7 2.6 0.9 -0.43
C -0.27161 -1.02297 -0.64465 1.4 -2.2 -3.7 -0.05
C 2.34345 -0.19865 0.36362 0.4 -3.0 1.0 -0.26
C -1.67664 0.43517 0.55234 -1.4 -1.1 -0.4 -0.06
N 0.41242 1.17218 -0.08719 4.9 1.4 -0.2 0.07
N -0.43499 0.16042 -0.09488 -4.1 0.5 1.5 -0.34
O 2.35548 1.74131 -1.01309 2.9 0.5 -1.0 0.08
O 1.44091 -1.09192 1.00282 3.7 1.7 0.2 0.03
O 3.67991 -0.49366 0.33956 -1.1 0.8 -0.5 0.11
H 0.49327 -1.17205 -1.42839 -0.4 0.4 0.6 0.08
H -1.01579 -1.78887 -0.66522 -0.6 0.2 0.5 0.05
H -1.49068 1.01358 1.40842 0.2 1.0 1.3 0.06
H -2.31520 1.03434 -0.14654 0.0 -0.6 0.6 0.10
H -2.19292 -0.51437 0.94158 0.7 1.3 -1.0 0.11
H 0.24214 2.21866 -0.23286 -0.5 -2.4 -0.5 0.19
H 1.85420 -1.20226 1.87580 -0.1 -0.4 0.2 0.13
H 4.08060 0.21247 -0.24184 -0.4 -0.8 0.7 0.15
```
Positions in Å, forces in eV/Å.



> The highest energy above the lowest of the compared OMol25 structures with the same formula, charge and spin belongs to which entry?

C4H8N2OS



> electronic energy of number 1 (C4H8N2O3)?

-13394.4457 eV